{
  "formula": "C24H68N6O10",
  "method": "ωB97M-V/def2-TZVPD",
  "homo_lumo_gap_ev": 9.20,
  "energy_ev": -55397.53993,
  "spin_multiplicity": 1,
  "largest_force_ha_per_bohr": 0.2457,
  "smiles": "NC(N)=O.NC(N)=O.NC(N)=O.CC(C)O.CC(C)O.CC(C)O.CC(C)O.CC(C)O.CC(C)O.CC(C)O",
  "elements": ["N", "C", "N", "O", "H", "H", "H", "H", "N", "C", "N", "O", "H", "H", "H", "H", "N", "C", "N", "O", "H", "H", "H", "H", "C", "C", "C", "O", "H", "H", "H", "H", "H", "H", "H", "H", "C", "C", "C", "O", "H", "H", "H", "H", "H", "H", "H", "H", "C", "C", "C", "O", "H", "H", "H", "H", "H", "H", "H", "H", "C", "C", "C", "O", "H", "H", "H", "H", "H", "H", "H", "H", "C", "C", "C", "O", "H", "H", "H", "H", "H", "H", "H", "H", "C", "C", "C", "O", "H", "H", "H", "H", "H", "H", "H", "H", "C", "C", "C", "O", "H", "H", "H", "H", "H", "H", "H", "H"],
  "positions_angstrom": [[-3.162002, 1.574364, 3.350554], [-1.856943, 1.663042, 3.358739], [-1.380801, 0.522249, 3.619282], [-1.038049, 2.805128, 3.178852], [-3.715917, 2.433645, 3.215248], [-3.615314, 0.928607, 3.928300], [-0.431428, 0.441260, 4.055875], [-2.058020, -0.149363, 3.814016], [1.977652, -2.107769, 4.941557], [1.606721, -1.157043, 4.228507], [1.676751, -1.332601, 2.958138], [0.968986, -0.084352, 4.757959], [1.739258, -2.040403, 5.937115], [2.592008, -2.808435, 4.623879], [1.210420, -0.509065, 2.434239], [1.976083, -2.139041, 2.435641], [0.342724, 0.627335, 1.599177], [0.452081, 0.329795, 0.333576], [-0.632444, -0.054787, -0.181493], [1.660773, 0.371235, -0.356746], [0.949632, 1.356806, 1.795802], [-0.543682, 0.478457, 2.233925], [-0.578517, -0.245958, -1.155756], [-1.482995, -0.203659, 0.311804], [-1.812751, -2.843626, -3.000641], [-0.412805, -2.244857, -2.968915], [0.291585, -2.653291, -4.291366], [-0.492996, -1.012495, -2.723131], [-2.387563, -2.662903, -3.911360], [-2.408541, -2.538843, -2.172444], [-1.655889, -3.891853, -2.868492], [0.019598, -2.650328, -2.086858], [1.322426, -2.522425, -4.125818], [-0.001950, -2.161717, -5.178706], [0.102217, -3.667831, -4.497008], [-0.864863, -0.461792, -3.417706], [1.275487, 3.701649, -4.734696], [1.862904, 2.290289, -4.499000], [1.458305, 1.619708, -3.275634], [1.636749, 1.448836, -5.444093], [1.417955, 4.422755, -3.940385], [0.135102, 3.563262, -4.778680], [1.695747, 4.220321, -5.632552], [2.988644, 2.322042, -4.349846], [1.618739, 0.575188, -3.117341], [0.400576, 1.685201, -3.141524], [1.825684, 2.076964, -2.392445], [2.125518, 1.661910, -6.308137], [2.746062, -2.712063, -0.039324], [3.507373, -1.884068, -1.000048], [4.810348, -2.676172, -1.369771], [2.947277, -1.574150, -2.118249], [3.215548, -2.879607, 0.919373], [2.612726, -3.702570, -0.364313], [1.883400, -2.150968, 0.082217], [3.830524, -0.934236, -0.408389], [4.660513, -3.628562, -1.884455], [5.378119, -2.938106, -0.478401], [5.415843, -2.043314, -1.996047], [2.266121, -1.035771, -1.792420], [-3.710691, -0.596195, -0.926355], [-3.983138, 0.165998, 0.368442], [-5.353792, -0.103511, 0.889960], [-3.167461, -0.198103, 1.270072], [-3.601447, -1.591232, -0.696901], [-2.836388, -0.136082, -1.292412], [-4.501128, -0.406751, -1.723057], [-3.863835, 1.256492, 0.247613], [-6.093302, 0.179591, 0.061548], [-5.609190, 0.450339, 1.797261], [-5.450382, -1.179204, 1.044183], [-3.028278, 0.404066, 1.971457], [-0.980050, 4.211654, -1.887691], [-1.223677, 3.120499, -0.894862], [-2.064591, 3.600654, 0.225967], [-1.747540, 2.078673, -1.324232], [-1.874869, 4.486869, -2.406779], [-0.266041, 3.879236, -2.600176], [-0.541060, 5.079328, -1.399736], [-0.203185, 2.846273, -0.395837], [-3.040593, 4.070597, -0.165167], [-1.482826, 4.365769, 0.796281], [-2.298432, 2.819593, 0.912596], [-1.481884, 1.340049, -0.733701], [3.279710, 2.320778, 3.911424], [2.865673, 2.781620, 2.484888], [3.522220, 1.877620, 1.437479], [1.647896, 2.818776, 2.293405], [2.896477, 1.247615, 3.988322], [2.609532, 2.884875, 4.581519], [4.296267, 2.273347, 4.190989], [3.127638, 3.792896, 2.412371], [3.329649, 0.831561, 1.604170], [4.593392, 2.064161, 1.551068], [3.128004, 2.098904, 0.428023], [1.263655, 3.605647, 2.735799], [-1.504547, -4.370917, 0.067986], [-1.190009, -3.162312, 0.977067], [-2.132491, -3.171019, 2.101441], [-0.083777, -3.071962, 1.464520], [-0.819930, -4.286187, -0.710639], [-2.503504, -4.397187, -0.342114], [-1.207675, -5.274981, 0.550220], [-1.383731, -2.300168, 0.287172], [-3.198557, -3.084106, 1.820442], [-2.077443, -2.305367, 2.783546], [-2.218051, -4.000338, 2.651107], [0.092669, -2.133884, 1.479738]],
  "forces_ev_per_a": [[-4.1, 4.1, -1.5], [5.0, 9.4, -0.1], [3.8, -3.0, 1.3], [-5.1, -6.0, 0.7], [0.7, -0.6, 0.0], [-0.6, -1.0, 0.9], [0.3, -0.5, 0.2], [-0.6, -1.8, 0.5], [1.3, -3.5, 6.2], [-4.8, 6.4, 0.1], [-0.6, 2.5, -4.0], [2.1, -3.3, -1.6], [0.6, -0.2, -0.7], [0.5, -0.8, -0.2], [1.2, -1.4, 0.3], [0.2, -0.1, 0.4], [-1.6, -1.1, 2.5], [7.7, 0.6, -2.2], [-2.6, -1.7, -3.2], [-5.8, -0.2, 2.9], [1.2, 2.0, 1.6], [2.2, 0.5, -2.3], [-0.2, -0.9, -1.1], [-0.6, -0.1, 0.8], [0.0, -0.8, -0.3], [-1.8, -6.7, -3.0], [0.1, 0.2, 2.0], [0.3, 8.8, 1.1], [0.2, 0.1, -0.2], [-0.3, 0.5, 0.7], [-0.4, -1.0, -0.3], [1.2, -1.0, 0.5], [1.5, 0.2, -0.2], [-0.6, 1.2, -0.7], [-0.1, -1.5, 0.0], [0.0, 0.0, -0.3], [-1.3, -0.3, -0.3], [4.1, 3.5, 3.2], [-1.9, 0.1, 2.3], [-0.6, -3.6, -7.5], [0.3, -0.1, 0.5], [1.5, 0.3, -0.5], [-0.5, -0.8, 0.4], [-0.5, 0.9, -0.3], [0.9, -0.6, -0.8], [-1.3, 0.2, 0.0], [0.6, 0.7, 0.9], [-1.2, -0.3, 2.0], [0.5, -0.1, 0.5], [7.0, -1.4, 4.4], [-0.1, 0.5, 0.7], [-1.9, 0.1, -4.2], [0.6, 0.6, 0.4], [-0.8, -1.3, -1.0], [-2.3, 0.4, 0.6], [-0.3, -1.2, -0.8], [-0.6, 0.2, -0.1], [0.1, 0.2, 0.2], [0.4, 0.2, -0.3], [-2.4, 2.1, -0.2], [-2.0, 3.2, -0.7], [-4.8, 2.8, -3.9], [-2.5, 0.3, -1.9], [6.4, -4.4, 3.8], [0.3, -2.4, 0.3], [1.2, -0.1, -0.9], [0.8, -0.4, 1.2], [-0.3, 0.0, -0.8], [0.6, -0.3, 1.3], [0.1, -0.1, -0.1], [-0.1, 0.0, 0.2], [-0.4, 1.2, 0.8], [0.5, 0.1, 0.1], [4.8, 5.9, 4.7], [-0.9, 3.4, 0.8], [-3.6, -8.3, -4.5], [-0.7, 0.2, -0.3], [0.5, -0.3, -0.7], [-0.2, 0.1, 0.1], [-0.8, 0.8, -0.7], [1.3, -0.7, 0.5], [-0.8, -0.4, -0.2], [-0.2, -0.6, 0.5], [-0.4, 0.6, -0.8], [-3.1, -1.8, -0.4], [9.7, -1.4, 1.5], [0.5, 1.3, -0.1], [-10.8, 0.8, -0.6], [0.4, 1.2, 0.1], [0.7, -0.1, 0.3], [1.2, 0.6, 0.1], [2.3, 1.7, -0.5], [-0.2, -0.4, 0.3], [0.1, -0.2, -0.5], [0.5, 0.0, 0.5], [-0.5, -1.1, -0.4], [0.8, 0.5, 1.0], [-11.5, -0.8, -5.2], [-4.3, 3.9, -0.5], [11.9, 0.5, 3.4], [1.1, 0.0, -1.8], [-0.3, 0.1, 0.2], [-0.3, -0.9, 0.6], [-0.5, -0.4, 0.4], [0.2, 0.2, -0.6], [0.7, -0.2, -0.2], [0.8, -3.6, 2.2], [1.0, 0.2, 0.5]]
}

{
  "formula": "C5H11NO",
  "method": "ωB97M-V/def2-TZVPD",
  "homo_lumo_gap_ev": 8.33,
  "energy_ev": -8899.79391,
  "spin_multiplicity": 1,
  "largest_force_ha_per_bohr": 0.0217,
  "smiles": "C/C=C/C=C/N.O",
  "elements": ["C", "C", "C", "C", "C", "N", "H", "H", "H", "H", "H", "H", "H", "H", "H", "O", "H", "H"],
  "positions_angstrom": [[3.024415, 1.095264, 0.465329], [1.593132, 0.704257, 0.223206], [1.000820, -0.261032, 0.919910], [-0.443083, -0.472618, 0.915978], [-0.979286, -1.585365, 1.434876], [-2.318431, -1.948783, 1.406064], [3.648872, 1.096075, -0.427942], [3.069063, 2.118342, 0.820993], [3.441883, 0.447531, 1.225094], [0.967969, 1.299262, -0.432214], [1.539224, -1.031030, 1.461101], [-1.070847, 0.255059, 0.420758], [-0.271264, -2.155612, 2.035031], [-2.624357, -2.633729, 2.076263], [-2.932540, -1.149016, 1.390200], [-1.452566, 2.012275, -4.158792], [-1.075686, 1.399016, -4.802367], [-2.075513, 1.475839, -3.658026]],
  "forces_ev_per_a": [[-0.3, 0.0, -0.6], [0.4, 0.1, 0.6], [-0.9, -0.2, -0.3], [-0.1, -0.5, -0.4], [0.6, 0.7, 0.6], [0.0, 0.1, 0.0], [0.0, -0.3, -0.1], [0.0, 0.3, 0.3], [0.3, -0.1, 0.1], [0.1, 0.3, 0.0], [0.4, 0.3, 0.3], [-0.1, 0.1, -0.2], [-0.4, -0.6, -0.3], [0.2, 0.0, 0.1], [-0.2, -0.1, -0.1], [0.0, -0.2, -0.1], [0.0, 0.1, 0.1], [0.0, 0.0, 0.0]]
}

{
  "formula": "H23O12",
  "method": "ωB97M-V/def2-TZVPD",
  "total_charge": -1,
  "homo_lumo_gap_ev": 8.40,
  "energy_ev": -24944.20819,
  "spin_multiplicity": 1,
  "largest_force_ha_per_bohr": 0.0350,
  "elements": ["O", "H", "H", "O", "H", "H", "O", "H", "O", "H", "H", "O", "H", "H", "O", "H", "H", "O", "H", "H", "O", "H", "H", "O", "H", "H", "O", "H", "H", "O", "H", "H", "O", "H", "H"],
  "positions_angstrom": [[2.638467, 0.062167, 1.119294], [2.723654, -0.884929, 0.987518], [1.512387, 2.971866, -0.142844], [-1.458171, 1.390785, 0.636308], [-1.272575, 1.044111, -0.241122], [-0.855095, 0.758531, 1.145742], [3.568843, 0.564564, -2.364624], [3.873623, -0.284290, -2.018579], [1.367783, 2.774411, 0.776388], [-0.993866, -2.214920, 0.446886], [2.231460, 3.045572, 1.117535], [-1.241694, 2.323804, -2.986055], [-0.906884, 1.466733, -2.698511], [2.330835, 2.737660, -1.932466], [1.650088, -2.750922, 0.213077], [1.322739, -2.035125, 0.764027], [3.946455, 1.147355, -1.693718], [-1.326549, -3.046184, -0.036660], [-1.017664, -3.655250, 0.648434], [1.066679, -2.935162, -0.524669], [-3.810124, 0.233705, 1.518752], [-3.738928, 1.110488, 1.135248], [-2.891597, -0.076531, 1.486606], [-3.667512, -1.928882, -1.331854], [-4.283671, -1.238454, -1.556974], [-3.246621, -1.741265, -0.485419], [-0.572086, -0.912874, 1.303413], [1.997372, 0.427887, 0.506151], [-0.779337, -1.219229, 2.191192], [0.464580, -2.455768, 3.356811], [-0.383126, -2.004880, 3.239703], [0.927561, -1.734082, 2.897079], [1.905331, 3.375503, -2.504366], [-2.142026, 1.998627, -2.792490], [1.059655, 3.684976, -2.179821]],
  "forces_ev_per_a": [[0.8, 0.3, 0.5], [-0.2, 0.0, -0.5], [-0.5, 0.1, -0.8], [0.8, 0.2, 0.1], [-0.2, 0.1, -0.1], [-0.8, 0.0, -0.3], [0.4, 0.0, 0.5], [-0.3, -0.2, -0.2], [0.7, 0.1, 0.3], [-0.4, 0.3, -0.5], [-0.2, -0.2, 0.5], [-1.1, -1.3, 0.6], [1.5, 0.0, -0.2], [-0.5, -0.3, 0.1], [1.6, -0.5, 0.1], [-1.3, 0.0, -0.3], [0.0, 0.2, -0.1], [0.6, 0.2, 0.8], [-0.2, -0.4, -0.3], [-0.6, 0.4, 0.3], [-0.3, -0.4, 0.1], [0.3, 0.1, 0.0], [0.0, 0.1, -0.1], [0.2, -0.6, -0.5], [-0.2, 0.4, 0.4], [-0.1, 0.1, 0.0], [0.3, -0.1, 0.2], [-0.4, -0.3, 0.1], [-0.4, 0.6, -0.8], [0.0, 0.9, 0.1], [-0.3, -1.1, 0.9], [0.7, -0.5, 0.0], [0.6, 0.5, -0.7], [-0.4, 1.3, -0.4], [-0.2, -0.4, 0.3]]
}